No. 1
Molecular formula: C46H53N9O3
Method: DFT, wB97M-V/def2-TZVPD

Geometry (Å):
1 N -0.5610 4.8230 -1.3342
2 C 0.0620 3.7333 -0.8753
3 C 1.4286 3.5258 -0.9944
4 C 2.1621 4.4781 -1.6769
5 C 1.5378 5.5992 -2.1908
6 C 0.1778 5.7528 -1.9413
7 H -0.5714 2.9663 -0.4504
8 H 1.8448 2.6156 -0.5853
9 H 3.2364 4.3727 -1.7922
10 H 2.1116 6.3358 -2.7350
11 H -0.3653 6.6284 -2.2751
12 N 6.1207 -2.8315 -0.5874
13 C 4.9376 -3.0634 -0.0054
14 C 3.6957 -2.7639 -0.5479
15 C 3.7001 -2.1180 -1.7902
16 C 4.9097 -1.8638 -2.3941
17 C 6.1068 -2.2298 -1.7864
18 H 4.9216 -3.7765 0.8148
19 H 2.7538 -3.1815 -0.2185
20 H 2.7754 -1.9536 -2.3313
21 H 4.9091 -1.4212 -3.3844
22 H 7.0395 -1.9685 -2.2674
23 N -4.1763 2.0580 -1.7254
24 C -3.1452 2.0723 -2.5733
25 C -2.9690 1.1142 -3.5546
26 C -3.8207 0.0157 -3.5258
27 C -4.9136 0.0160 -2.6724
28 C -5.0785 1.0855 -1.8014
29 H -2.4772 2.9257 -2.5195
30 H -2.1787 1.1239 -4.2919
31 H -3.5815 -0.8091 -4.1883
32 H -5.5620 -0.8502 -2.6229
33 H -5.9686 1.1627 -1.1888
34 N -0.6963 0.7163 1.6959
35 C 0.6131 0.4076 1.6782
36 C 1.2727 -0.0224 0.5348
37 C 0.5486 -0.1285 -0.6404
38 C -0.8230 0.0009 -0.5670
39 C -1.4132 0.4878 0.5899
40 H 1.1587 0.6027 2.5938
41 H 2.3260 -0.2662 0.5279
42 H 1.1157 -0.4799 -1.4945
43 H -1.4080 -0.2625 -1.4408
44 H -2.4786 0.6761 0.5886
45 N 2.9700 -0.4188 -4.8372
46 C 3.2306 0.7576 -4.2638
47 C 2.2484 1.6154 -3.7617
48 C 0.9290 1.2371 -3.8774
49 C 0.6589 0.0045 -4.4478
50 C 1.6720 -0.7701 -4.9723
51 H 4.2802 1.0076 -4.1722
52 H 2.6198 2.5039 -3.2747
53 H 0.1543 1.9060 -3.5213
54 H -0.3624 -0.3568 -4.4618
55 H 1.5261 -1.7602 -5.3797
56 N -5.8119 2.3864 2.3826
57 C -4.9523 1.6834 1.6490
58 C -4.9972 0.2960 1.5628
59 C -5.9494 -0.3747 2.3278
60 C -6.7739 0.3479 3.1889
61 C -6.6400 1.7268 3.1702
62 H -4.2936 2.2535 1.0012
63 H -4.3882 -0.2927 0.8905
64 H -5.9493 -1.4565 2.3306
65 H -7.4317 -0.1747 3.8676
66 H -7.3365 2.2959 3.7835
67 N -0.6330 -2.8346 -2.8516
68 C -1.7611 -3.0823 -2.1957
69 C -1.9461 -4.2469 -1.4622
70 C -0.8863 -5.1270 -1.3181
71 C 0.3293 -4.8239 -1.9291
72 C 0.4054 -3.6507 -2.6729
73 H -2.5891 -2.3985 -2.3443
74 H -2.8757 -4.4833 -0.9604
75 H -0.9681 -6.0143 -0.7042
76 H 1.1738 -5.4941 -1.8493
77 H 1.2690 -3.4259 -3.2886
78 C -1.4652 -2.9710 1.8583
79 C -0.8008 -3.3026 3.2029
80 O -1.8806 -3.0402 4.1142
81 C -2.9601 -2.5022 3.4660
82 O -3.9829 -2.2285 3.9996
83 O -2.6367 -2.2765 2.1940
84 H -1.7013 -3.8366 1.2410
85 H -0.8177 -2.2918 1.2993
86 H 0.0185 -2.6054 3.3594
87 H -0.5516 -4.3593 3.2148
88 C -2.9023 0.8511 4.9214
89 C -1.7437 0.1168 5.6025
90 C -0.6655 1.0847 6.0881
91 C -0.2320 2.0219 5.0693
92 N 0.1578 2.7760 4.2954
93 H -3.1440 1.7100 5.5506
94 H -3.7457 0.2241 4.6526
95 H -2.4838 1.2690 3.9997
96 H -1.2674 -0.6383 4.9663
97 H -2.1170 -0.5247 6.4062
98 H 0.1797 0.5923 6.5669
99 H -1.1369 1.6872 6.8747
100 C 6.7145 1.4719 1.6679
101 C 6.0638 0.4473 0.7362
102 C 4.7984 0.9766 0.0249
103 C 5.0754 2.1623 -0.7788
104 N 5.2859 3.1061 -1.3999
105 H 7.3129 2.1672 1.0782
106 H 7.4384 0.9129 2.2639
107 H 6.0070 1.9928 2.3058
108 H 5.7796 -0.4437 1.3086
109 H 6.7368 -0.0649 0.0457
110 H 4.0351 1.1888 0.7720
111 H 4.4321 0.1844 -0.6290

Structure (SMILES): O=C1OCCO1.c1ccncc1.c1ccncc1.c1ccncc1.c1ccncc1.c1ccncc1.c1ccncc1.c1ccncc1.CCCC#N.CCCC#N
HOMO level (Eh): -0.3415
E_LUMO (eV): 0.031
Charge: 0
Frontier orbital gap (eV): 9.33

These are the Löwdin partial charges, in e, on atoms 1 to 6: N 0.0586; C -0.1455; C -0.0750; C -0.1030; C -0.0628; C -0.1484



No. 2
Molecular formula: C19H23FN2O
Method: DFT, wB97M-V/def2-TZVPD

Geometry (Å):
1 O -4.3782 -2.3535 0.3580
2 C -3.0805 -2.0004 0.1384
3 C -2.0704 -2.2908 1.0432
4 C -0.7658 -1.9031 0.7878
5 C -0.4409 -1.2078 -0.3664
6 C -1.4626 -0.9442 -1.2767
7 C -2.7639 -1.3301 -1.0384
8 H -3.5489 -1.1137 -1.7450
9 H -1.2319 -0.4231 -2.1948
10 C 0.9492 -0.7401 -0.7089
11 H 1.3280 -1.3811 -1.5132
12 H 0.8675 0.2656 -1.1248
13 C 1.9656 -0.7240 0.4538
14 N 2.9219 0.3621 0.4158
15 C 2.6115 1.6141 1.0385
16 H 2.2380 1.3952 2.0422
17 C 1.6290 2.5818 0.3328
18 C 0.1726 2.2192 0.4126
19 C -0.6305 2.3421 -0.7158
20 C -1.9762 2.0428 -0.6354
21 C -2.5681 1.6176 0.5380
22 C -1.7681 1.5020 1.6600
23 C -0.4200 1.8067 1.6010
24 H 0.1737 1.7281 2.4989
25 H -2.2032 1.1764 2.5927
26 H -3.6199 1.3846 0.5600
27 F -2.7343 2.1730 -1.7462
28 H -0.2200 2.6743 -1.6583
29 H 1.7561 3.5591 0.8090
30 H 1.9254 2.6889 -0.7128
31 H 3.5612 2.1486 1.1529
32 C 3.7848 0.3482 -0.7409
33 C 4.5732 -0.9714 -0.7195
34 N 3.7139 -2.1376 -0.6428
35 H 3.1951 -2.2325 -1.5121
36 C 2.7895 -2.0317 0.4702
37 H 2.1267 -2.8991 0.4524
38 H 3.3866 -2.0599 1.3862
39 H 5.2029 -1.0569 -1.6076
40 H 5.2118 -0.9824 0.1683
41 H 4.4777 1.1899 -0.6771
42 H 3.2320 0.4340 -1.6930
43 H 1.4260 -0.6240 1.3993
44 H -0.0068 -2.1609 1.5099
45 H -2.3029 -2.8271 1.9546
46 H -4.4495 -2.8208 1.1989

Structure (SMILES): Oc1ccc(C[C@H]2CNCCN2CCc2cccc(F)c2)cc1
HOMO level (Eh): -0.2876
E_LUMO (eV): 0.747
Charge: 0
Relative energy (zero: lowest compared OMol25 entry of this formula, charge and spin) (kJ/mol): 102.4
Frontier orbital gap (eV): 8.57

These are the Löwdin partial charges, in e, on atoms 1 to 6: O 0.0489; C -0.3285; C -0.0223; C -0.0368; C -0.2144; C -0.0475



No. 3
Molecular formula: C10H21BN3O4S3
Method: DFT, wB97M-V/def2-TZVPD

Geometry (Å):
1 C 2.7927 -3.3404 1.1332
2 C 2.4850 -3.1766 -0.4045
3 B 1.7044 -1.8470 -0.7922
4 O 2.1245 -1.1419 -1.9086
5 N 0.5645 -1.2385 -0.0341
6 C -0.3815 -1.9944 0.6723
7 S -0.5283 -3.7600 0.8899
8 N -1.2360 -1.1285 1.1800
9 N -0.8411 0.0971 0.8078
10 C -1.6966 1.2043 1.2607
11 C -3.1854 0.8813 0.8278
12 C -3.9408 2.1315 0.2532
13 S -4.8332 1.7931 -1.3189
14 O -3.9507 2.0816 -2.4270
15 O -6.0798 2.4922 -1.3593
16 O -5.2096 0.1976 -1.4204
17 C 0.2866 0.0855 0.0756
18 C 0.9856 1.3133 -0.4931
19 C 2.5517 1.3294 -0.3156
20 C 3.1240 2.6818 0.1903
21 S 4.9796 2.5514 0.1031
22 H 2.3636 -2.5293 1.7614
23 H 2.2881 -4.2744 1.4711
24 H 3.8699 -3.5017 1.3446
25 H 1.9110 -4.0402 -0.8093
26 H 3.4459 -3.1632 -0.9725
27 H 2.6082 -1.7458 -2.4965
28 H -1.7498 -4.0004 0.3218
29 H -1.3965 2.1891 0.8560
30 H -1.6778 1.2822 2.3681
31 H -3.1757 0.1054 0.0306
32 H -3.7670 0.4346 1.6613
33 H -4.7392 2.4162 0.9734
34 H -3.3024 3.0190 0.0785
35 H -4.3964 -0.2335 -1.7441
36 H 0.5639 2.2068 0.0180
37 H 0.7269 1.4131 -1.5726
38 H 2.8563 0.5290 0.3930
39 H 2.9867 1.0551 -1.3004
40 H 2.8897 2.8411 1.2632
41 H 2.8064 3.5637 -0.3973
42 H 5.1726 1.2205 -0.1687

Structure (SMILES): CCB(O)n1c(S)n[n+](CCCS(=O)(=O)O)c1CCCS
HOMO level (Eh): -0.4339
E_LUMO (eV): -3.577
Charge: +1
Frontier orbital gap (eV): 8.23

These are the Löwdin partial charges, in e, on atoms 1 to 6: C -0.1118; C -0.1501; B -0.4702; O 0.1615; N 0.1560; C -0.5529



No. 4
Molecular formula: C2H26F6O19S2
Method: DFT, wB97M-V/def2-TZVPD

Geometry (Å):
1 C -1.4963 7.8406 17.8031
2 F -1.9981 7.8456 16.6128
3 F -2.0008 8.9161 18.5009
4 F -1.8113 6.7246 18.4468
5 S 0.4791 7.9520 17.7415
6 O 0.8942 7.7891 19.0919
7 O 0.6990 6.8424 16.7894
8 O 0.6648 9.3270 17.1951
9 C -6.7013 4.0044 17.3799
10 F -7.0582 2.9207 18.0369
11 F -5.3653 4.2752 17.5164
12 F -7.0492 3.9127 16.1035
13 S -7.5382 5.4741 18.2180
14 O -6.6040 6.6079 17.9338
15 O -8.8916 5.6348 17.5211
16 O -7.7433 5.0538 19.6145
17 O -0.1296 8.6281 12.7054
18 H -1.0002 8.4336 13.0526
19 H -0.2198 9.4912 12.3013
20 O -3.2721 5.4670 21.9577
21 H -3.1124 5.3751 21.0184
22 H -3.6634 4.6329 22.2173
23 O 4.5725 8.7081 21.4930
24 H 5.0388 9.3926 21.0131
25 H 3.7446 8.6072 21.0233
26 O 3.9973 4.8738 18.5185
27 H 3.5091 4.9516 19.3382
28 H 3.4640 5.3421 17.8762
29 O -3.8189 6.0723 12.4505
30 H -3.0238 5.8120 12.9156
31 H -3.7855 5.5855 11.6270
32 O 0.8220 12.7581 15.6300
33 H 1.1196 12.5894 14.7360
34 H 0.8562 11.9035 16.0597
35 O 1.1904 3.6736 20.8805
36 H 1.0246 4.4414 21.4275
37 H 0.9550 2.9291 21.4341
38 O -6.5459 10.8037 18.9687
39 H -6.3701 9.8657 18.8949
40 H -6.8066 11.0692 18.0868
41 O 3.6053 8.6147 14.4056
42 H 2.8157 8.5191 14.9382
43 H 3.3160 9.0987 13.6321
44 O 0.9032 4.0043 14.1028
45 H 0.0640 3.6981 14.4467
46 H 1.0202 4.8709 14.4920
47 O -3.5023 12.2825 20.3820
48 H -2.7389 12.2201 19.8079
49 H -4.2480 12.0993 19.8106
50 O 0.1614 7.1181 22.7088
51 H 0.4513 7.4504 21.8592
52 H -0.6981 6.7341 22.5358
53 O -6.3309 8.3781 14.4453
54 H -6.0936 8.0817 15.3240
55 H -5.8992 7.7576 13.8580

HOMO level (Eh): -0.1542
E_LUMO (eV): 3.569
Charge: -2
Relative energy (zero: lowest compared OMol25 entry of this formula, charge and spin) (kJ/mol): 92.5
Frontier orbital gap (eV): 7.76

These are the Löwdin partial charges, in e, on atoms 1 to 6: C -0.6620; F 0.1557; F 0.0728; F 0.1178; S 0.4896; O -0.3338



No. 5
Molecular formula: C45H38CsN3O3S2Te
Method: DFT, wB97M-V/def2-TZVPD

Geometry (Å):
1 Cs -0.8950 -1.3913 0.2715
2 C -5.9118 -0.8403 -1.6217
3 C -4.9511 -1.1681 -0.4951
4 N -4.0506 -0.3282 -0.1482
5 N -4.1018 0.9282 -0.6829
6 C -3.5864 1.3158 -1.7794
7 S -2.6090 0.5368 -2.9642
8 S -3.9114 3.0594 -2.1709
9 C -5.2379 3.4667 -1.0066
10 C -4.8221 4.0287 0.3328
11 C -3.5261 3.9234 0.8204
12 C -3.2038 4.4212 2.0761
13 C -4.1705 5.0309 2.8626
14 C -5.4689 5.1415 2.3840
15 C -5.7870 4.6442 1.1290
16 C -5.1367 -2.4357 0.2473
17 C -6.4377 -2.8974 0.4347
18 C -6.7359 -4.0615 1.1279
19 C -5.6767 -4.8017 1.6565
20 C -4.3776 -4.3810 1.4852
21 C -4.0278 -3.1921 0.7686
22 O -2.8105 -2.8699 0.5873
23 H -5.3540 -0.4168 -2.4566
24 H -6.6433 -0.0922 -1.2972
25 H -6.4391 -1.7291 -1.9608
26 H -5.7848 2.5364 -0.8433
27 H -5.8892 4.1735 -1.5251
28 H -2.7696 3.4429 0.2128
29 H -2.1884 4.3268 2.4410
30 H -3.9165 5.4177 3.8423
31 H -6.2356 5.6130 2.9882
32 H -6.8023 4.7268 0.7542
33 H -7.2613 -2.3077 0.0431
34 H -7.7619 -4.3840 1.2599
35 H -5.8780 -5.7185 2.2036
36 H -3.5518 -4.9519 1.8976
37 C 7.2188 -1.5565 0.3843
38 C 5.7183 -1.4775 0.5188
39 C 5.0763 -1.6880 1.7213
40 C 3.6883 -1.6452 1.8557
41 C 3.1963 -1.9187 3.2186
42 O 3.8785 -1.6458 4.2015
43 C 1.9043 -2.6454 3.4591
44 C 1.3556 -3.5210 2.5286
45 C 0.2567 -4.2985 2.8642
46 C -0.3058 -4.2074 4.1290
47 C 0.2344 -3.3330 5.0623
48 C 1.3369 -2.5630 4.7283
49 C 2.8305 -1.3042 0.7414
50 O 1.5836 -1.1728 0.8622
51 C 3.5306 -1.0661 -0.5150
52 C 4.9126 -1.1760 -0.5769
53 C 2.8116 -0.6927 -1.7523
54 N 1.5439 -0.7773 -1.8629
55 C 0.8653 -0.3470 -3.0783
56 C 0.6658 1.1644 -3.0975
57 Te -0.3466 1.7973 -1.3106
58 C 1.5180 2.5609 -0.5334
59 C 2.1611 1.9519 0.5421
60 C 3.4025 2.4004 0.9807
61 C 4.0131 3.4832 0.3610
62 C 3.3722 4.1173 -0.6971
63 C 2.1387 3.6555 -1.1382
64 C 3.6742 -0.1350 -2.8590
65 C 3.9134 -0.8287 -4.0394
66 C 4.6854 -0.2640 -5.0470
67 C 5.2273 1.0028 -4.8845
68 C 5.0020 1.6973 -3.7023
69 C 4.2353 1.1302 -2.6971
70 H 7.6770 -1.8003 1.3438
71 H 7.6379 -0.6052 0.0439
72 H 7.5215 -2.3213 -0.3371
73 H 5.6502 -1.9231 2.6117
74 H 1.7893 -3.5992 1.5411
75 H -0.1800 -4.9628 2.1291
76 H -1.1691 -4.8097 4.3834
77 H -0.2022 -3.2562 6.0508
78 H 1.7893 -1.8943 5.4484
79 H 5.4056 -1.0190 -1.5307
80 H -0.1217 -0.8136 -3.0801
81 H 1.3841 -0.6640 -3.9905
82 H 0.0501 1.4505 -3.9479
83 H 1.6186 1.6907 -3.1327
84 H 1.7079 1.0884 1.0138
85 H 3.9048 1.8834 1.7905
86 H 4.9853 3.8237 0.6984
87 H 3.8404 4.9664 -1.1840
88 H 1.6425 4.1516 -1.9661
89 H 3.5042 -1.8242 -4.1656
90 H 4.8604 -0.8154 -5.9633
91 H 5.8283 1.4431 -5.6711
92 H 5.4250 2.6846 -3.5593
93 H 4.0638 1.6628 -1.7690

HOMO level (Eh): -0.0717
E_LUMO (eV): 3.806
Charge: -2
Relative energy (zero: lowest compared OMol25 entry of this formula, charge and spin) (kJ/mol): 79.7
Frontier orbital gap (eV): 5.76

These are the Löwdin partial charges, in e, on atoms 1 to 6: Cs 1.1921; C -0.0395; C -0.2826; N 0.0478; N -0.0899; C -1.2434



No. 6
Molecular formula: CH4ClN2
Method: DFT, wB97M-V/def2-TZVPD

Geometry (Å):
1 C 0.8353 0.0122 0.0706
2 N 0.1477 1.1202 -0.0190
3 N 0.1654 -1.1244 0.0078
4 Cl 2.5759 -0.0090 -0.0165
5 H -0.8534 1.1283 -0.2580
6 H 0.4033 2.0174 0.2838
7 H -0.7701 -0.9688 -0.3647
8 H 0.5443 -2.0049 0.2530

Structure (SMILES): NC(=[NH2+])Cl
HOMO level (Eh): -0.6086
E_LUMO (eV): -4.909
Charge: +1
Relative energy (zero: lowest compared OMol25 entry of this formula, charge and spin) (kJ/mol): 61.7
Frontier orbital gap (eV): 11.65

These are the Löwdin partial charges, in e, on atoms 1 to 6: C -0.7416; N 0.1758; N 0.1768; Cl 0.8211; H 0.1629; H 0.1250



Question: What is the formula in the third record?
Answer: C10H21BN3O4S3